Molecular formula: C37H77N4O7P2S2SbSi3Ti
Method: DFT, wB97M-V/def2-TZVPD

ORCA input file:
```
! wB97M-V def2-TZVPD RIJCOSX def2/J DEFGRID3
* xyz -1 2
Ti -0.51 0.94 -0.29
O -0.83 2.52 3.48
C -0.71 2.42 2.26
O -0.66 1.29 1.64
C -0.53 3.72 1.45
C 0.70 3.66 0.53
C 1.14 5.06 0.12
C 0.02 5.46 -0.87
C -0.83 4.19 -0.89
O 0.15 3.14 -0.71
C -1.65 4.08 0.41
C -2.71 3.02 0.19
O -3.89 3.29 0.36
O -2.27 1.88 -0.24
H -0.44 4.51 2.19
H 1.49 3.00 0.86
H 1.22 5.73 0.98
H 2.11 5.01 -0.37
H -0.56 6.32 -0.54
H 0.42 5.67 -1.86
H -1.39 4.01 -1.80
H -2.17 5.00 0.66
C -1.05 -2.29 -3.17
P -0.10 -2.62 -1.69
C 1.58 -3.01 -2.24
C -0.70 -4.21 -1.09
O -0.17 -1.54 -0.65
H -0.80 -2.98 -3.97
H -0.84 -1.27 -3.48
H -2.11 -2.36 -2.92
H 1.53 -3.64 -3.13
H 2.09 -3.54 -1.44
H 2.13 -2.09 -2.46
H -0.91 -4.86 -1.94
H -1.60 -4.03 -0.52
H 0.05 -4.68 -0.45
C -0.01 0.14 -6.34
O -0.15 0.41 -4.96
C -1.15 1.23 -4.54
S -2.16 1.98 -5.63
S -1.25 1.40 -2.85
H 0.88 -0.48 -6.42
H 0.10 1.06 -6.91
H -0.89 -0.39 -6.72
C -5.74 -2.06 -1.86
Si -4.83 -2.87 -0.42
C -4.21 -4.51 -1.13
C -6.17 -3.48 0.77
Sb -3.17 -0.99 0.29
Si -2.33 -2.19 2.44
C -1.26 -1.10 3.51
C -1.27 -3.70 2.06
C -3.72 -2.87 3.52
Si -5.06 0.42 1.41
C -6.51 -0.37 2.35
C -5.92 1.28 -0.03
C -4.27 1.47 2.75
H -6.26 -2.79 -2.48
H -5.05 -1.50 -2.50
H -6.47 -1.34 -1.49
H -5.10 -5.09 -1.38
H -3.62 -5.10 -0.42
H -3.62 -4.39 -2.04
H -6.85 -4.11 0.19
H -6.74 -2.67 1.21
H -5.75 -4.08 1.58
H -0.36 -0.81 2.97
H -0.97 -1.64 4.42
H -1.75 -0.17 3.80
H -0.43 -3.43 1.42
H -1.84 -4.51 1.59
H -0.86 -4.09 3.01
H -4.50 -2.13 3.69
H -3.32 -3.17 4.49
H -4.18 -3.74 3.05
H -7.32 -0.68 1.68
H -6.91 0.41 3.00
H -6.25 -1.22 2.97
H -6.84 0.74 -0.28
H -5.27 1.32 -0.90
H -6.16 2.31 0.23
H -4.49 1.03 3.72
H -4.69 2.48 2.72
H -3.19 1.57 2.65
N 1.39 0.67 -0.14
P 2.91 0.73 -0.06
N 3.54 1.65 1.22
C 4.78 2.42 1.14
C 5.17 2.96 2.52
C 3.94 3.56 3.19
C 2.91 2.47 3.49
C 3.08 1.26 2.55
N 3.53 -0.83 0.22
C 4.89 -1.17 0.59
C 5.00 -1.88 1.95
C 4.03 -3.05 2.04
C 2.62 -2.59 1.70
C 2.62 -1.96 0.31
N 3.68 1.43 -1.38
C 2.83 1.97 -2.45
C 2.59 0.95 -3.55
C 3.91 0.39 -4.09
C 4.78 -0.12 -2.95
C 4.96 0.99 -1.92
H 4.63 3.27 0.47
H 5.62 1.85 0.74
H 5.96 3.69 2.39
H 5.57 2.15 3.14
H 3.52 4.31 2.51
H 4.22 4.08 4.11
H 1.90 2.86 3.44
H 3.04 2.11 4.52
H 2.12 0.76 2.43
H 3.76 0.54 3.01
H 5.51 -0.27 0.63
H 5.32 -1.83 -0.18
H 4.77 -1.17 2.74
H 6.03 -2.21 2.09
H 4.07 -3.50 3.04
H 4.33 -3.83 1.33
H 2.28 -1.84 2.42
H 1.91 -3.42 1.73
H 1.62 -1.62 0.02
H 2.95 -2.74 -0.41
H 3.32 2.86 -2.85
H 1.87 2.27 -2.02
H 2.00 1.41 -4.35
H 1.98 0.15 -3.13
H 4.45 1.19 -4.61
H 3.72 -0.40 -4.83
H 5.76 -0.46 -3.32
H 4.30 -0.97 -2.46
H 5.42 1.85 -2.41
H 5.64 0.68 -1.13
*
```

Computed properties:
Lowest unoccupied orbital energy (alpha / beta) in eV: 2.240 / 2.240
Relative energy (zero: lowest compared OMol25 entry of this formula, charge and spin) in eV: 1.701
Frontier orbital gap (alpha / beta) in eV: 6.84 / 7.04